Record 1
A single C2HBrF3N molecule at a distorted geometry. Source: OMol25; level of theory: ωB97M-V/def2-TZVPD.

The geometry in XYZ format:
```
8
C2HBrF3N | OMol25 | ωB97M-V/def2-TZVPD
C 0.3716 -0.0572 1.0066
Br -0.4445 -0.7930 -1.7869
F 0.2104 0.4175 2.2408
F 0.4462 -1.3955 1.0858
N -0.6588 0.2749 0.0812
F 1.6359 0.2535 0.6333
C -1.0313 0.0315 -3.1428
H -0.5294 1.2682 -0.1180
```

Its energy above the lowest of the compared OMol25 structures with the same formula, charge and spin is 5.879 eV. The calculation puts the orbital gap (spin up / spin down) at 7.63 / 7.63 eV. Its calculated total energy is -3004.949453 Eh.

***

Record 2
2 unconnected molecules or ions with the total composition C12H28BClNO7 at a distorted geometry. Source: OMol25; level of theory: ωB97M-V/def2-TZVPD.

The geometry in XYZ format:
```
50
C12H28BClNO7 | OMol25 | ωB97M-V/def2-TZVPD
C -6.6680 1.1598 0.7993
O 3.9563 0.0244 0.5733
H 4.1093 1.9284 2.0649
N 0.0572 -0.3413 -0.1092
Cl 0.7135 -4.8238 1.7155
H 2.0835 -2.0757 0.6252
C 4.2803 1.3049 0.0111
H 0.4303 -1.0203 1.8250
C -0.3948 -3.4754 2.1104
H 3.8649 -0.6484 -1.3853
H -0.0684 -1.8174 -1.6512
O 0.3427 2.0548 0.6691
H 1.9450 -1.9909 -1.1322
H 3.0807 2.8437 0.9449
C 3.6777 -0.9817 -0.3598
H -0.0740 -3.0315 0.0516
H 3.6475 1.4937 -0.8594
O -1.7857 1.2576 -0.1092
H -1.2926 -3.9316 2.5133
C 2.2156 -1.4198 -0.2395
O -5.6623 1.4024 -0.1873
H -2.3492 2.3476 1.5808
C -0.4932 -0.8454 -1.4062
H -1.5567 -1.0165 -1.2370
O 1.9646 -0.0246 -3.3706
C 4.0579 2.3728 1.0718
O 1.3379 1.8342 -2.3263
H -5.5556 0.6005 -0.7051
H 1.7737 -0.9648 -3.2716
H 0.9139 1.8103 1.4065
C 1.0589 0.7350 -2.7119
H -6.7940 2.0823 1.3589
H 0.1232 -2.9066 2.8802
H -1.7454 -2.7433 0.6182
H -7.6209 0.8972 0.3375
H -1.2600 -0.6538 1.5192
H 5.3299 1.2852 -0.2932
H -1.0458 0.9590 -2.5018
B -0.4928 1.1160 0.1858
C -0.3302 0.1413 -2.5639
C -0.3813 -1.1556 1.1092
C -0.6873 -2.6285 0.8518
H -2.2333 3.2918 0.0724
H -3.5873 2.1609 0.3109
H 4.3096 -1.8545 -0.1713
H 4.8085 3.1566 0.9812
O 1.4678 -0.2078 -0.1115
C -2.5334 2.3395 0.5072
H -6.3714 0.3654 1.4886
H -0.5668 -0.4062 -3.4803
```

The calculation puts the orbital gap at 9.97 eV. Its calculated total energy is -1540.289338 Eh. The total charge is +1.

***

Record 3
2 unconnected molecules or ions with the total composition CHCl2O4S at a distorted geometry. Source: OMol25; level of theory: ωB97M-V/def2-TZVPD.

The geometry in XYZ format:
```
9
CHCl2O4S | OMol25 | ωB97M-V/def2-TZVPD
C -2.5170 -0.3232 0.8255
O 1.0201 -1.3390 -0.1637
Cl -2.5135 1.1112 -0.0299
Cl -1.6965 -1.5283 0.0157
O -0.0828 0.5406 -1.2814
H 2.7217 0.1039 0.0108
S 0.6877 0.0793 -0.1511
O 2.1648 0.7865 -0.3535
O 0.2156 0.5689 1.1276
```

Its energy above the lowest of the compared OMol25 structures with the same formula, charge and spin is 2.323 eV. The calculation puts the orbital gap at 8.41 eV. Its calculated total energy is -1658.217676 Eh. The total charge is -1.